1.
ORCA calculation (ωB97M-V with the def2-TZVPD basis set) on a cluster of 2 separate species, H5N3O in total in a non-equilibrium geometry.

```
9
Properties=species:S:1:pos:R:3:forces:R:3
H 0.446 -2.513 1.683 -0.2 0.3 -0.4
N -0.406 -2.321 1.100 -0.1 -1.0 1.2
N -0.222 -1.620 0.126 0.4 0.9 -0.9
H 0.755 -1.273 0.019 -0.1 -0.2 0.1
N -0.103 1.447 -1.132 -0.7 0.0 -0.5
O 0.651 1.941 -0.061 0.2 0.7 1.2
H -0.909 0.967 -0.723 0.1 0.0 -0.4
H -0.437 2.267 -1.645 -0.1 -0.4 0.0
H 0.058 2.485 0.499 0.5 -0.4 -0.4
```
Forces are in eV/Å.

Results
strongest force on any atom = 1.56 eV Å⁻¹
orbital gap = 10.1734 eV
HOMO energy = -9.3 eV

=====

2.
ORCA calculation (ωB97M-V with the def2-TZVPD basis set) on a cluster of 2 separate species, H5N3O2P in total in a non-equilibrium geometry.

```
11
Properties=species:S:1:pos:R:3:forces:R:3
N -1.122 -1.585 0.078 -0.4 0.0 0.4
N -0.505 1.980 -0.033 1.4 -2.8 -0.1
N -0.095 -1.081 -0.774 0.8 0.5 0.1
O 2.139 0.316 -0.732 -0.2 0.0 -0.4
O 0.971 -0.284 1.501 -0.4 0.1 -0.1
P 0.915 0.036 0.048 -1.1 2.4 0.4
H -0.819 -1.398 1.043 -0.1 -0.2 -0.2
H -1.916 -0.966 -0.079 0.1 -0.1 0.0
H -0.037 2.394 -0.837 0.1 0.1 0.0
H -0.090 2.417 0.786 0.2 0.1 0.0
H 0.560 -1.830 -1.003 -0.4 -0.1 -0.2
```
Forces are in eV/Å.

Results
strongest force on any atom = 3.17 eV Å⁻¹
orbital gap = 8.8112 eV
HOMO energy = -4.4 eV
total charge = -1

=====

3.
ORCA calculation (ωB97M-V with the def2-TZVPD basis set) on an isolated molecule of H5N3Si in a non-equilibrium geometry.

```
9
Properties=species:S:1:pos:R:3:forces:R:3
N -2.222 -0.099 0.070 0.2 0.2 0.0
N -1.178 0.619 -0.037 6.4 -3.8 0.1
N 0.143 -0.336 -0.002 -8.1 3.0 -0.1
Si 1.772 0.125 -0.051 0.5 0.1 0.1
H -2.191 -1.110 0.181 0.3 0.0 0.0
H -3.104 0.393 -0.004 0.1 -0.1 0.0
H 2.193 1.432 -0.553 0.0 0.4 -0.1
H 2.291 -0.074 1.310 0.3 0.1 0.2
H 2.297 -0.948 -0.913 0.3 0.0 -0.1
```
Forces are in eV/Å.

Results
strongest force on any atom = 8.61 eV Å⁻¹
orbital gap (alpha / beta) = 8.5590 / 8.5640 eV
HOMO energy (alpha / beta) = -8.8 / -8.8 eV

=====

4.
ORCA calculation (ωB97M-V with the def2-TZVPD basis set) on a structure of composition H5N4O4P2 in a non-equilibrium geometry.

```
15
Properties=species:S:1:pos:R:3:forces:R:3
N -0.386 0.783 1.196 -0.4 -1.2 0.0
N -0.351 -0.334 0.603 -0.4 1.0 2.5
N -0.182 -2.568 -1.853 -1.3 0.4 -0.3
N -1.074 -1.403 -1.785 1.6 -1.5 2.4
O -1.426 1.167 -1.416 0.6 -1.4 0.1
O 1.291 0.057 -1.019 -6.1 -0.3 -0.7
O -0.041 2.507 3.085 -0.2 -0.5 -0.5
O 1.818 1.492 1.733 0.7 -0.1 0.8
P 0.583 0.969 2.678 -0.6 2.4 -1.4
P -0.565 0.005 -1.035 6.2 1.8 -1.5
H -0.608 -3.272 -1.270 0.2 0.0 0.3
H 0.716 -2.320 -1.492 0.7 0.5 0.3
H -1.403 -1.294 -2.676 -1.1 0.9 -2.4
H -0.388 3.137 2.380 0.9 -1.7 0.7
H 2.016 1.074 0.871 -0.7 -0.3 -0.1
```
Forces are in eV/Å.

Results
strongest force on any atom = 6.60 eV Å⁻¹
orbital gap = 8.4687 eV
HOMO energy = -4.6 eV
total charge = -1